97
Properties=species:S:1:pos:R:3:mulliken_charge:R:1 method="wB97M-V/def2-TZVPD" max_force_ev_per_a=7.5 e_homo_ev=-9.43 e_tot_ha=-2170.030505 e_above_lowest_kj_mol=517.2 multiplicity=1 molar_mass_g_mol=598.7 charge=0 e_lumo_ha=-0.015
C 0.24 4.88 3.93 -0.49
O -0.95 4.39 3.32 -0.49
H 0.05 5.82 4.43 0.26
H 0.61 4.24 4.73 0.26
H 0.98 5.06 3.16 0.16
H -1.28 3.70 3.90 0.30
C -0.26 -3.47 -4.42 -0.50
O -0.37 -4.62 -3.65 -0.49
H -0.44 -2.64 -3.72 0.14
H 0.77 -3.38 -4.76 0.26
H -0.88 -3.41 -5.31 0.28
H -0.47 -5.30 -4.32 0.31
C -4.97 0.78 -0.20 -0.58
O -4.03 0.16 -1.04 -0.45
H -4.44 1.60 0.27 0.18
H -5.85 1.18 -0.71 0.30
H -5.25 0.10 0.61 0.26
H -4.51 -0.10 -1.83 0.28
C -1.42 -7.05 1.60 -0.49
O -0.59 -6.44 2.62 -0.50
H -1.88 -7.88 2.14 0.30
H -2.19 -6.36 1.23 0.15
H -0.74 -7.47 0.87 0.27
H 0.14 -7.04 2.78 0.28
C 3.15 -2.72 6.13 -0.49
O 3.21 -1.43 5.68 -0.48
H 3.15 -2.79 7.22 0.23
H 2.22 -3.17 5.78 0.18
H 3.96 -3.32 5.72 0.24
H 2.89 -1.44 4.78 0.31
C 5.11 -2.67 -1.85 0.68
O 5.96 -2.86 -2.70 -0.68
N 5.13 -1.51 -1.25 -0.34
N 4.18 -3.51 -1.49 -0.41
H 4.35 -1.30 -0.65 0.13
H 5.89 -0.87 -1.43 0.17
H 4.03 -4.17 -2.24 0.25
H 3.39 -3.16 -0.98 0.21
C -4.62 -7.40 -2.13 0.69
O -3.96 -8.26 -2.75 -0.70
N -4.28 -6.15 -2.01 -0.38
N -5.67 -7.77 -1.49 -0.39
H -3.31 -5.89 -2.18 0.22
H -4.87 -5.60 -1.40 0.18
H -6.00 -8.73 -1.56 0.22
H -6.16 -7.20 -0.82 0.16
C 0.58 -0.95 1.00 0.67
O 1.65 -1.25 1.49 -0.71
N -0.29 -1.70 0.50 -0.30
N 0.24 0.36 0.82 -0.34
H -0.11 -2.69 0.54 0.23
H -1.26 -1.44 0.34 0.14
H -0.72 0.59 0.59 0.11
H 0.92 1.05 1.08 0.18
C 1.66 1.87 -4.52 0.69
O 1.35 2.24 -5.65 -0.68
N 0.74 1.76 -3.57 -0.34
N 2.89 1.72 -4.06 -0.36
H 0.88 1.44 -2.63 0.14
H -0.16 2.08 -3.90 0.19
H 3.65 1.73 -4.72 0.21
H 3.10 1.65 -3.07 0.16
C -3.71 -3.06 5.48 0.69
O -4.37 -4.10 5.57 -0.68
N -2.53 -3.05 4.91 -0.31
N -3.95 -1.94 6.08 -0.37
H -2.06 -3.81 4.43 0.16
H -2.02 -2.18 5.00 0.12
H -3.29 -1.18 6.01 0.16
H -4.83 -1.83 6.57 0.22
C 6.44 3.34 2.00 -0.93
C 4.97 2.92 2.26 -0.27
O 4.26 3.28 1.10 -0.45
H 6.46 4.37 1.65 0.29
H 6.79 2.72 1.17 0.23
H 7.12 3.23 2.84 0.34
H 4.68 3.39 3.20 0.26
H 5.00 1.84 2.35 0.26
H 4.06 4.22 1.05 0.27
C 2.02 6.73 -3.09 -1.00
C 1.64 6.63 -1.67 -0.25
O 2.68 6.87 -0.74 -0.52
H 2.28 7.68 -3.55 0.34
H 1.18 6.35 -3.66 0.30
H 2.92 6.15 -3.32 0.28
H 1.11 5.76 -1.28 0.32
H 0.88 7.39 -1.52 0.25
H 2.89 7.81 -0.73 0.28
C -4.05 6.12 -3.11 -1.00
C -3.94 4.62 -3.18 -0.16
O -3.37 4.23 -4.44 -0.52
H -4.98 6.57 -3.44 0.33
H -3.23 6.56 -3.68 0.29
H -3.94 6.36 -2.06 0.30
H -4.92 4.18 -3.01 0.23
H -3.27 4.30 -2.37 0.25
H -4.11 4.20 -5.05 0.28

***

89
Properties=species:S:1:pos:R:3:mulliken_charge:R:1 method="wB97M-V/def2-TZVPD" max_force_ev_per_a=2.7 smiles=COC[C@H](C)N.COC[C@H](C)N.COC[C@H](C)N.COC[C@H](C)N.O.O.O.O.O.O.O e_homo_ev=-9.14 e_tot_ha=-1691.001316 e_above_lowest_kj_mol=42.4 multiplicity=1 molar_mass_g_mol=482.7 charge=0 e_lumo_ha=0.011
C 0.78 4.13 2.43 -1.00
O 0.74 3.37 1.24 0.14
C 1.82 3.69 0.36 -1.16
C 1.78 2.84 -0.89 1.91
C 2.96 3.03 -1.81 -1.78
N 0.54 3.11 -1.64 -0.64
H -0.22 4.42 2.75 0.23
H 1.25 5.12 2.36 0.38
H 1.25 3.52 3.20 0.28
H 1.71 4.76 0.15 0.51
H 2.78 3.51 0.86 0.40
H 1.78 1.77 -0.59 -0.67
H 3.92 2.70 -1.39 0.37
H 3.06 4.09 -2.06 0.41
H 2.75 2.49 -2.72 0.34
H -0.24 3.05 -1.00 -0.11
H 0.41 2.39 -2.34 0.34
C 2.51 -4.86 -1.06 -0.92
O 2.02 -3.60 -0.67 -0.10
C 2.96 -2.84 0.08 -1.03
C 2.37 -1.52 0.53 1.63
C 3.39 -0.56 1.16 -1.69
N 1.27 -1.75 1.45 -0.59
H 1.71 -5.27 -1.68 0.27
H 2.79 -5.49 -0.21 0.29
H 3.36 -4.76 -1.75 0.33
H 3.36 -3.43 0.92 0.37
H 3.83 -2.73 -0.58 0.56
H 2.03 -0.97 -0.36 -0.44
H 3.90 -1.01 2.02 0.41
H 2.98 0.39 1.50 0.21
H 4.20 -0.29 0.47 0.38
H 0.76 -0.88 1.59 0.30
H 0.63 -2.38 0.98 0.12
C -2.58 2.80 -0.32 -0.11
O -3.04 3.87 -1.11 -0.31
C -4.00 4.73 -0.49 -0.71
C -3.37 6.03 0.01 0.35
C -1.98 6.37 -0.53 -1.01
N -3.21 6.00 1.51 -0.75
H -2.00 3.20 0.52 0.12
H -2.06 2.10 -0.97 -0.25
H -3.43 2.22 0.09 0.39
H -4.63 4.99 -1.34 0.33
H -4.58 4.18 0.26 0.37
H -4.04 6.88 -0.13 0.43
H -2.07 6.67 -1.57 0.36
H -1.26 5.55 -0.46 -0.06
H -1.55 7.16 0.08 0.42
H -4.11 5.74 1.92 0.26
H -2.58 5.23 1.73 0.19
C -1.45 -3.94 0.01 -0.17
O -0.61 -4.13 1.15 -0.12
C -0.47 -5.48 1.53 -1.06
C 0.78 -5.58 2.40 1.43
C 1.33 -7.00 2.51 -1.62
N 0.42 -5.16 3.80 -0.84
H -1.30 -4.67 -0.78 0.38
H -1.08 -2.99 -0.37 -0.35
H -2.50 -3.80 0.27 0.25
H -1.36 -5.82 2.07 0.29
H -0.27 -6.10 0.64 0.36
H 1.50 -4.86 2.00 -0.26
H 1.47 -7.41 1.50 0.36
H 0.62 -7.63 3.03 0.38
H 2.29 -7.01 3.02 0.37
H -0.09 -4.28 3.67 0.33
H 1.30 -4.85 4.22 0.29
O 0.21 -2.41 -2.60 -0.82
H -0.19 -1.66 -2.09 0.16
H 0.91 -2.75 -2.01 0.48
O -3.33 -1.10 -1.75 -0.56
H -3.22 -1.74 -2.47 0.26
H -4.28 -0.93 -1.70 0.23
O -1.63 0.73 -4.74 -0.65
H -0.77 0.49 -4.35 0.39
H -1.80 1.63 -4.42 0.32
O -0.37 0.78 1.34 -0.50
H -0.10 1.73 1.31 -0.10
H -0.41 0.57 2.28 0.34
O 1.08 0.09 -3.95 -0.71
H 0.92 -0.82 -3.63 0.39
H 2.03 0.15 -4.04 0.28
O -0.79 -0.16 -1.31 0.58
H -1.75 -0.28 -1.52 0.22
H -0.77 0.22 -0.42 -0.30
O -2.53 -1.25 1.30 -0.70
H -2.72 -1.59 0.42 0.26
H -1.70 -0.77 1.21 0.33

***

87
Properties=species:S:1:pos:R:3:mulliken_charge:R:1 method="wB97M-V/def2-TZVPD" max_force_ev_per_a=3.7 e_homo_ev=-9.48 e_tot_ha=-1622.314149 e_above_lowest_kj_mol=279.1 multiplicity=1 molar_mass_g_mol=458.6 charge=0 e_lumo_ha=0.024
C -3.73 -21.87 3.79 -0.86
O -3.31 -20.58 3.23 -0.10
H -4.50 -22.13 3.15 0.37
H -2.91 -22.61 3.71 0.24
H -4.16 -21.69 4.78 0.34
H -2.78 -20.16 3.96 0.15
C -5.91 -20.27 0.96 -0.31
O -6.12 -20.35 2.41 -0.59
H -5.56 -21.28 0.61 0.18
H -6.81 -19.99 0.44 0.32
H -5.13 -19.48 0.90 0.04
H -5.54 -19.83 2.90 0.31
C -2.33 -19.20 6.32 -0.78
O -1.60 -19.05 5.07 -0.45
H -3.44 -19.11 6.18 0.23
H -2.23 -20.30 6.52 0.32
H -2.03 -18.66 7.19 0.34
H -0.70 -18.80 5.26 0.18
C -2.30 -17.07 1.90 0.54
O -1.57 -16.87 3.12 -0.64
H -1.99 -16.31 1.18 -0.10
H -2.07 -18.07 1.48 -0.31
H -3.38 -17.01 2.04 0.36
H -1.67 -17.69 3.66 0.20
C 2.34 -18.90 0.18 -0.30
O 2.96 -18.01 -0.80 -0.58
H 2.14 -18.41 1.11 -0.05
H 1.30 -19.06 -0.18 0.14
H 2.90 -19.84 0.36 0.46
H 3.21 -18.47 -1.60 0.29
C -1.20 -21.62 0.75 -0.77
O -1.84 -20.36 0.71 -0.27
H -0.42 -21.60 -0.02 0.29
H -0.65 -21.64 1.72 0.24
H -1.94 -22.48 0.71 0.26
H -2.46 -20.40 1.42 0.14
C 1.50 -16.96 6.11 -0.13
O 1.08 -18.34 6.06 -0.57
H 2.51 -16.82 6.55 0.29
H 1.56 -16.47 5.15 -0.18
H 0.78 -16.40 6.77 0.28
H 1.48 -18.73 5.26 0.43
C 3.89 -18.62 3.43 -0.65
O 2.54 -18.28 3.87 -0.38
H 4.62 -18.05 4.03 0.25
H 3.93 -19.67 3.57 0.30
H 3.98 -18.41 2.36 0.20
H 2.21 -17.54 3.35 0.39
O 0.59 -16.40 -0.53 -0.65
H 0.09 -17.28 -0.70 0.33
H 1.52 -16.53 -0.59 0.27
C -4.10 -15.39 5.87 -1.14
C -4.95 -16.02 4.83 -0.18
O -4.35 -17.05 4.15 -0.30
H -3.12 -14.99 5.50 0.26
H -3.94 -16.01 6.77 0.25
H -4.66 -14.55 6.26 0.41
H -5.24 -15.19 4.12 0.25
H -5.88 -16.41 5.32 0.26
H -3.37 -16.93 4.12 0.27
C 1.63 -13.82 3.37 -1.28
C 1.39 -14.73 2.22 0.02
O 1.28 -16.09 2.60 -0.06
H 1.60 -12.73 3.03 0.41
H 2.63 -13.95 3.70 0.32
H 0.86 -13.90 4.19 0.22
H 2.20 -14.67 1.49 0.36
H 0.52 -14.44 1.65 0.05
H 0.40 -16.24 2.95 -0.05
C -2.46 -12.50 -0.52 -1.22
C -1.49 -13.42 -1.14 -0.06
O -1.60 -14.68 -0.50 -0.40
H -1.98 -11.53 -0.76 0.35
H -2.55 -12.54 0.54 0.34
H -3.41 -12.47 -1.06 0.29
H -0.38 -13.10 -0.99 0.24
H -1.63 -13.44 -2.24 0.30
H -0.76 -15.11 -0.57 0.17
C -2.65 -18.71 -3.03 -1.47
C -1.73 -17.79 -2.29 0.07
O -0.91 -18.46 -1.25 -0.41
H -3.04 -18.14 -3.94 0.38
H -3.53 -18.88 -2.46 0.36
H -2.29 -19.61 -3.49 0.37
H -2.34 -17.06 -1.84 0.18
H -0.86 -17.49 -2.92 0.27
H -1.34 -19.20 -0.85 0.19

***

96
Properties=species:S:1:pos:R:3:mulliken_charge:R:1 method="wB97M-V/def2-TZVPD" max_force_ev_per_a=3.2 e_homo_ev=-9.63 e_tot_ha=-1851.494700 e_above_lowest_kj_mol=716.8 multiplicity=1 molar_mass_g_mol=512.7 charge=0 e_lumo_ha=0.007
C 1.40 0.50 3.53 -0.84
O 0.30 0.18 4.33 -0.53
H 1.80 1.44 3.82 0.62
H 1.11 0.64 2.52 0.20
H 2.15 -0.28 3.47 0.34
H 0.14 0.89 4.98 0.32
C 3.73 0.44 -2.23 -0.24
O 4.77 -0.36 -1.70 -0.72
H 3.78 1.42 -1.78 0.22
H 2.78 0.00 -2.00 -0.25
H 3.84 0.40 -3.31 0.57
H 4.51 -1.30 -1.73 0.24
C 0.60 -2.43 -2.00 -0.08
O -0.77 -2.74 -2.23 -0.65
H 0.86 -2.55 -0.93 -0.33
H 0.93 -1.44 -2.29 0.13
H 1.15 -3.19 -2.57 0.36
H -1.28 -2.77 -1.41 0.46
C 3.52 -2.87 -0.68 -0.34
O 3.83 -2.99 -2.03 -0.60
H 2.92 -3.72 -0.48 0.60
H 2.98 -1.94 -0.57 -0.48
H 4.34 -2.90 0.03 0.43
H 3.92 -3.94 -2.20 0.38
C 0.72 0.69 -3.81 -0.88
O 0.85 1.99 -4.29 -0.57
H -0.04 0.16 -4.41 0.33
H 0.35 0.65 -2.78 0.01
H 1.62 0.12 -3.86 0.53
H -0.04 2.36 -4.40 0.39
C -0.10 3.55 2.17 -0.24
O 1.09 4.31 1.98 -0.61
H -0.10 2.58 1.66 -0.13
H -0.97 4.12 1.84 0.42
H -0.32 3.36 3.21 0.43
H 1.92 3.86 2.14 0.33
C -3.01 -0.65 -1.92 -0.53
O -2.12 -0.57 -3.02 -0.53
H -3.67 -1.44 -2.02 0.49
H -3.66 0.27 -1.87 0.14
H -2.53 -0.70 -0.97 0.04
H -1.52 -1.33 -2.86 0.42
C -2.55 1.37 3.54 -0.58
O -3.74 0.78 3.10 -0.67
H -2.42 1.21 4.58 0.43
H -2.49 2.44 3.35 0.35
H -1.71 0.87 3.04 0.00
H -3.90 1.07 2.21 0.47
C 1.12 3.14 -1.04 -0.35
O 1.93 2.40 -0.18 -0.78
H 0.72 2.43 -1.74 -0.07
H 1.69 3.97 -1.45 0.61
H 0.20 3.51 -0.57 0.05
H 2.51 3.01 0.21 0.31
C -2.41 -1.79 2.55 -0.27
O -1.91 -3.16 2.39 -0.64
H -1.75 -1.29 3.22 0.46
H -3.44 -1.74 2.96 0.44
H -2.33 -1.28 1.57 -0.39
H -2.00 -3.58 3.28 0.33
C -0.27 -0.07 0.07 -0.24
O 1.09 -0.08 -0.14 1.87
H -0.76 0.40 -0.69 0.16
H -0.45 0.35 1.06 -0.13
H -0.59 -1.09 0.04 -0.38
H 1.32 0.85 -0.24 -0.93
C -1.99 2.74 -2.90 -0.10
O -1.78 3.13 -4.25 -0.59
H -3.00 2.23 -2.72 0.19
H -1.99 3.63 -2.30 0.51
H -1.25 2.08 -2.58 -0.24
H -2.37 3.93 -4.35 0.35
C -2.69 2.50 0.22 -0.14
O -3.42 1.35 0.54 -0.49
H -3.32 3.09 -0.47 0.51
H -1.76 2.33 -0.24 -0.34
H -2.55 3.10 1.13 0.07
H -4.30 1.36 0.17 0.31
C -3.76 -3.81 -0.55 -0.98
O -2.57 -3.08 -0.27 -0.48
H -3.98 -3.79 -1.64 0.35
H -4.53 -3.34 0.00 0.35
H -3.72 -4.89 -0.25 0.25
H -2.47 -3.11 0.67 0.33
C 0.97 -2.66 1.78 0.15
O 1.49 -3.94 2.13 -0.63
H 0.39 -2.21 2.61 0.33
H 0.27 -2.85 1.01 0.10
H 1.77 -1.92 1.55 -0.15
H 0.85 -4.34 2.75 0.32
C 4.17 0.01 1.53 0.20
O 4.78 1.01 0.78 -0.62
H 4.25 0.36 2.57 0.39
H 4.70 -0.99 1.44 0.20
H 3.16 -0.09 1.25 -0.46
H 5.04 0.59 -0.03 0.40

***

96
Properties=species:S:1:pos:R:3:mulliken_charge:R:1 method="wB97M-V/def2-TZVPD" max_force_ev_per_a=3.0 e_homo_ev=-8.80 e_tot_ha=-1851.492222 e_above_lowest_kj_mol=723.3 multiplicity=1 molar_mass_g_mol=512.7 charge=0 e_lumo_ha=-0.012
C 4.14 4.76 3.15 -0.82
O 3.76 4.04 2.02 -0.39
H 3.66 5.74 3.23 0.35
H 3.89 4.14 4.01 0.28
H 5.22 4.87 3.18 0.29
H 3.77 4.79 1.42 0.23
C 3.52 -3.29 3.13 -0.34
O 4.91 -3.19 2.99 -0.63
H 3.05 -3.12 2.16 -0.01
H 3.42 -4.33 3.44 0.32
H 3.12 -2.56 3.83 0.19
H 4.98 -2.29 2.68 0.54
C -0.48 0.23 -0.02 0.01
O 0.58 0.11 1.01 -0.15
H -0.15 1.09 -0.59 -0.10
H -0.59 -0.72 -0.55 0.11
H -1.42 0.40 0.50 0.14
H 0.76 1.03 1.19 0.17
C -1.52 -1.77 3.19 -0.53
O -2.59 -2.51 2.72 -0.57
H -0.54 -2.05 2.79 0.24
H -1.50 -0.72 2.90 0.15
H -1.63 -1.80 4.27 0.41
H -2.58 -2.41 1.76 0.42
C -6.72 -2.40 -0.91 -0.54
O -6.91 -1.40 0.05 -0.48
H -6.04 -3.23 -0.70 0.21
H -7.61 -2.87 -1.32 0.37
H -6.20 -1.92 -1.74 0.18
H -6.05 -1.18 0.40 0.24
C 3.62 4.08 -2.76 -0.31
O 4.79 3.21 -3.08 -0.51
H 3.29 4.02 -1.73 -0.01
H 4.01 5.09 -2.91 0.35
H 2.74 3.98 -3.40 0.22
H 5.44 3.38 -2.40 0.28
C 3.74 0.10 1.86 -0.45
O 4.80 -0.87 1.95 -0.63
H 4.27 1.05 1.87 0.26
H 3.23 0.11 0.90 0.15
H 3.02 0.05 2.68 0.21
H 5.41 -0.71 1.22 0.36
C -1.32 -3.29 -5.72 -0.66
O -1.60 -3.65 -4.44 -0.37
H -1.69 -3.94 -6.51 0.30
H -1.72 -2.28 -5.80 0.21
H -0.25 -3.25 -5.96 0.29
H -1.60 -4.60 -4.32 0.25
C -5.88 -2.30 2.91 -0.69
O -4.94 -1.38 2.42 -0.54
H -6.81 -1.74 3.05 0.24
H -6.16 -3.09 2.21 0.19
H -5.48 -2.74 3.82 0.35
H -4.09 -1.71 2.72 0.52
C 0.94 2.49 3.06 -0.69
O 1.25 2.70 1.61 -0.45
H -0.14 2.52 3.24 0.27
H 1.14 1.44 3.30 0.20
H 1.51 3.19 3.67 0.30
H 2.13 3.10 1.61 0.34
C 0.09 3.45 -1.97 -0.66
O -1.10 3.70 -1.27 -0.52
H 0.93 3.57 -1.29 0.08
H 0.11 2.42 -2.35 0.33
H 0.12 4.14 -2.81 0.35
H -1.01 4.47 -0.70 0.28
C -2.44 0.19 -2.89 -0.16
O -3.36 -0.18 -1.94 -0.37
H -1.64 0.80 -2.48 -0.25
H -1.93 -0.69 -3.30 0.18
H -2.83 0.76 -3.73 0.38
H -3.73 0.59 -1.50 0.20
C -2.80 -3.38 -1.11 -0.80
O -2.82 -2.40 -0.12 -0.25
H -3.53 -3.13 -1.88 0.29
H -1.91 -3.16 -1.72 0.21
H -2.83 -4.41 -0.78 0.39
H -3.00 -1.66 -0.71 0.08
C 2.33 -2.61 -1.22 -0.39
O 1.54 -3.03 -0.16 -0.55
H 2.69 -1.60 -1.03 0.08
H 3.13 -3.34 -1.32 0.29
H 1.73 -2.60 -2.13 0.22
H 1.22 -2.29 0.36 0.24
C -4.19 2.71 0.38 -0.62
O -3.69 2.68 -0.87 -0.50
H -3.51 2.35 1.15 0.24
H -4.68 3.64 0.67 0.33
H -5.04 2.02 0.35 0.22
H -2.84 3.14 -0.85 0.43
C 5.65 0.55 -1.48 -0.51
O 6.04 -0.39 -0.56 -0.51
H 5.11 1.29 -0.90 0.07
H 6.57 1.03 -1.83 0.38
H 5.09 0.07 -2.28 0.32
H 6.57 -1.08 -0.97 0.26

***

Look up the charge of the second one.
0